C63H153N15O9 | ωB97M-V/def2-TZVPD

Computed properties:
E_HOMO (eV): -7.64
LUMO level (eV): 0.336
2S+1: 1
HOMO-LUMO gap (eV): 8.0

Structure (XYZ):
```
240
Properties=species:S:1:pos:R:3:forces:R:3
C -0.39346 -4.68556 -2.43232 -0.8 1.2 0.6
C -1.71346 -4.69994 -3.21159 0.4 -1.4 0.7
N -2.91225 -4.48779 -2.38314 1.1 0.6 -0.4
C -4.05507 -4.63677 -3.25137 -1.3 -0.1 -0.1
C -5.39932 -4.44578 -2.54565 0.4 -0.7 -0.3
C -2.83547 -3.20236 -1.69095 -0.4 0.4 0.6
C -2.94591 -1.94716 -2.54696 0.1 -0.2 -0.6
H -0.15183 -3.64229 -2.19889 0.4 -0.1 0.0
H 0.44341 -5.13876 -2.95590 -0.1 -0.1 -0.1
H -0.56003 -5.15131 -1.45764 0.2 -0.3 -0.1
H -1.67123 -4.01649 -4.06715 0.0 -0.1 -0.2
H -1.81128 -5.74749 -3.51335 -0.1 0.2 -0.7
H -4.03802 -4.03643 -4.17720 0.3 0.4 0.2
H -4.12940 -5.66169 -3.62945 0.6 -0.1 0.2
H -5.42710 -5.21723 -1.77242 -0.2 0.4 0.3
H -5.58151 -3.44436 -2.16359 -0.1 0.0 0.1
H -6.15553 -4.73546 -3.27763 -0.2 0.3 0.1
H -1.91506 -3.14997 -1.10425 0.2 -0.2 -0.3
H -3.59201 -3.14577 -0.89921 -0.2 -0.2 -0.2
H -3.92303 -1.85009 -3.02511 -0.1 0.1 0.3
H -2.25548 -1.98999 -3.39613 0.2 0.1 0.2
H -2.73552 -1.05736 -1.95561 -0.1 0.0 -0.1
C 1.25236 -1.17612 -8.97885 -0.2 0.4 0.6
C 0.51283 -1.74933 -7.75610 0.5 -0.4 -0.6
N 0.35524 -0.78690 -6.68396 -0.6 0.6 0.5
C -0.71863 0.15723 -6.99475 -0.2 1.0 0.4
C -0.66743 1.42177 -6.11190 0.5 -0.5 0.1
C 0.04672 -1.37623 -5.38311 0.6 -1.5 0.4
C 1.07480 -2.43811 -4.95329 0.5 0.4 -0.6
H 2.16384 -0.70247 -8.60739 0.0 0.0 -0.1
H 0.66494 -0.41630 -9.49472 0.0 0.0 -0.1
H 1.53960 -1.94633 -9.69197 -0.2 -0.1 0.0
H -0.45478 -2.17431 -8.05754 -0.1 -0.1 0.0
H 1.15932 -2.56276 -7.42378 -0.3 -0.1 0.3
H -0.62403 0.49808 -8.02486 0.0 -0.3 -0.1
H -1.71251 -0.28418 -6.83485 0.0 -0.3 -0.4
H -1.11175 2.28590 -6.60150 0.1 0.0 -0.1
H -1.16179 1.29854 -5.14774 -0.1 -0.1 0.0
H 0.39358 1.58373 -5.91062 -0.1 0.4 0.0
H -0.91333 -1.91371 -5.38881 -0.4 0.3 -0.1
H 0.00487 -0.65283 -4.57076 -0.1 0.5 -0.4
H 0.80100 -3.42237 -5.33159 0.1 -0.1 0.2
H 1.25175 -2.47622 -3.88095 -0.4 0.0 0.1
H 2.04021 -2.17064 -5.39650 0.0 -0.1 0.0
C 0.93616 1.72596 -2.35318 -0.8 -0.4 0.5
C 0.38123 0.44147 -1.69995 0.4 0.4 -0.3
N 0.87712 0.24131 -0.35400 1.3 -0.7 -0.6
C 0.53484 -1.05601 0.18998 -0.1 0.1 1.2
C -0.89460 -1.17055 0.71593 -0.8 -0.7 -0.3
C 0.87372 1.36865 0.54399 -0.5 0.5 0.2
C 1.35945 1.07043 1.97599 -0.8 0.3 -0.9
H 0.69195 1.72642 -3.41421 -0.1 0.1 0.0
H 2.02127 1.73165 -2.25458 0.0 0.0 0.0
H 0.51600 2.62444 -1.89977 0.1 0.1 -0.1
H -0.71304 0.33445 -1.71903 -0.2 0.6 -0.2
H 0.73574 -0.35041 -2.37030 0.1 -0.4 0.4
H 0.74478 -1.83883 -0.54039 -0.1 0.1 -0.2
H 1.21121 -1.26667 1.02243 0.1 -0.1 -0.1
H -1.16909 -0.50237 1.53461 0.2 0.4 -0.2
H -1.61424 -1.06398 -0.10023 -0.1 0.5 0.1
H -1.13760 -2.16046 1.11750 0.5 -0.1 0.0
H -0.11310 1.86179 0.54238 -0.2 -0.2 0.5
H 1.52122 2.17452 0.17896 0.2 -0.2 -0.2
H 1.17556 1.97160 2.55937 0.4 0.1 0.0
H 2.41471 0.81412 1.92905 0.0 -0.1 0.3
H 0.76221 0.30354 2.46802 0.2 -0.2 -0.1
C -5.04499 -3.32597 6.40784 -0.4 -0.3 -1.3
C -3.81672 -3.36911 5.49052 0.4 -0.2 1.1
N -2.63798 -3.01398 6.30754 -0.3 0.8 -0.5
C -2.00768 -4.18104 6.89734 0.5 0.5 0.6
C -0.70052 -3.86168 7.62524 0.1 0.3 -0.1
C -1.77078 -2.01007 5.68332 0.3 -0.7 0.1
C -1.07874 -2.52810 4.43341 0.1 0.8 -0.4
H -5.16846 -4.23226 6.99752 0.2 0.2 0.4
H -5.93580 -3.26787 5.77069 -0.1 0.0 0.2
H -4.97732 -2.40939 6.98645 -0.1 -0.2 0.3
H -3.62221 -4.35533 5.05376 -0.4 -0.1 0.0
H -3.99993 -2.70500 4.64380 0.4 0.3 0.2
H -1.77217 -4.96542 6.16354 -0.2 -0.1 -0.1
H -2.68024 -4.60000 7.64998 -0.2 -0.1 -0.2
H -0.40094 -4.72123 8.22465 0.2 -0.1 -0.3
H -0.72737 -3.02109 8.32243 -0.5 0.0 0.0
H 0.05800 -3.58613 6.89033 0.3 -0.4 0.2
H -2.35049 -1.10761 5.48879 -0.1 -0.3 -0.1
H -0.99756 -1.73215 6.40313 -0.1 0.1 0.1
H -1.75955 -2.59191 3.58220 -0.1 -0.5 0.1
H -0.32820 -1.82374 4.05699 0.2 -0.1 0.2
H -0.57511 -3.46492 4.66096 -0.1 -0.1 -0.4
C 5.40006 2.02688 -8.41334 -0.1 -0.3 -0.3
C 4.62591 2.95255 -7.48959 -0.3 -0.7 -0.3
N 4.92487 2.74987 -6.08075 0.4 1.0 0.8
C 4.25515 3.81928 -5.33698 -0.4 0.5 0.5
C 4.44207 3.82158 -3.81679 0.8 -0.9 -0.5
C 4.62628 1.44254 -5.53078 -0.4 -0.7 -0.4
C 3.14824 1.06612 -5.53887 -0.5 0.3 0.0
H 5.03707 0.99622 -8.38766 0.0 0.0 0.3
H 6.46705 2.01007 -8.18998 0.0 0.1 0.1
H 5.28048 2.31341 -9.46007 0.0 0.2 0.1
H 4.80649 3.99056 -7.76970 0.3 0.1 0.3
H 3.54474 2.82544 -7.65978 0.0 -0.1 -0.2
H 4.65000 4.77899 -5.67439 0.1 -0.1 -0.3
H 3.17522 3.84671 -5.54475 -0.1 0.0 -0.2
H 3.84535 3.07552 -3.28921 -0.2 0.1 -0.1
H 5.48938 3.53447 -3.67063 0.0 0.3 0.4
H 4.26321 4.80345 -3.38854 0.0 0.0 -0.1
H 5.04623 1.30305 -4.52897 0.0 0.5 0.1
H 5.14883 0.67248 -6.10757 0.1 0.2 -0.2
H 2.48332 1.66564 -4.90941 0.5 0.0 0.5
H 3.04038 0.02085 -5.25045 -0.3 0.0 -0.2
H 2.69345 1.26126 -6.51282 0.2 -0.6 -0.2
C -5.06564 3.73474 4.07465 -0.6 -0.6 -0.2
C -5.19360 2.39329 3.31769 -1.0 1.2 0.3
N -5.39686 1.25041 4.18249 1.3 -0.2 0.0
C -5.23704 -0.02032 3.47625 0.9 -0.3 0.3
C -3.97355 -0.13571 2.60362 -0.4 0.1 -0.4
C -6.54552 1.30536 5.08798 0.7 0.5 -0.8
C -6.37993 0.30065 6.21516 -0.7 -0.1 0.2
H -4.29440 3.64785 4.83945 0.1 0.3 0.0
H -6.00945 4.02011 4.54270 0.1 -0.1 0.2
H -4.86826 4.52548 3.35137 0.4 0.0 0.1
H -6.06064 2.50701 2.64061 0.1 0.0 -0.3
H -4.29740 2.32263 2.70874 0.0 -0.4 0.0
H -5.11457 -0.80119 4.23100 -0.4 0.0 0.1
H -6.08531 -0.29487 2.83176 -0.3 0.2 0.1
H -3.93693 -1.12551 2.14053 -0.1 -0.1 0.2
H -4.02257 0.54031 1.75262 0.2 0.1 0.0
H -3.02679 -0.00048 3.12905 -0.1 0.2 0.2
H -7.43396 1.21288 4.44464 -0.5 -0.5 0.5
H -6.60342 2.30999 5.50655 0.1 0.0 0.0
H -5.40385 0.39051 6.69243 0.3 -0.2 -0.4
H -6.56647 -0.70273 5.83518 0.3 -0.1 0.3
H -7.06354 0.46537 7.05230 -0.4 0.1 -0.3
C -3.44318 -6.28699 0.39619 0.1 0.0 -0.1
O -3.89917 -7.29859 -0.10464 0.0 0.0 0.0
N -3.69711 -5.85841 1.64989 -0.4 0.1 0.5
C -3.07415 -4.67560 2.21132 0.0 0.1 0.1
C -4.49506 -6.64534 2.57024 -0.6 0.2 0.3
H -2.76281 -5.60790 -0.14220 -0.1 0.0 -0.1
H -2.29580 -4.93719 2.93114 0.2 0.0 -0.2
H -3.79761 -4.07593 2.76611 -0.2 -0.1 -0.1
H -2.67102 -4.02343 1.43810 0.2 -0.2 -0.1
H -5.22967 -7.27358 2.07302 0.4 -0.2 -0.4
H -3.88977 -7.24039 3.25599 0.2 -0.2 -0.1
H -5.10944 -5.99839 3.20291 0.2 0.3 0.0
C 5.20101 3.27502 0.32969 -0.6 0.9 -0.3
O 4.08528 3.60909 0.70855 0.0 -0.4 0.1
N 5.46955 2.19695 -0.41580 0.1 -0.5 0.2
C 6.74018 2.02875 -1.09770 0.0 -0.1 0.4
C 4.44211 1.22724 -0.80194 -0.1 1.1 -0.5
H 6.05720 3.94690 0.49177 0.2 -0.3 0.1
H 6.55366 2.04212 -2.17229 0.2 -0.1 -0.1
H 7.22200 1.09639 -0.79395 -0.2 -0.2 -0.2
H 7.45619 2.80746 -0.83959 -0.3 0.2 0.0
H 4.86502 0.23209 -0.71005 -0.2 -0.2 -0.1
H 3.48479 1.33161 -0.29688 0.4 0.0 0.7
H 4.15734 1.49250 -1.82587 0.3 -0.7 -0.3
C -0.61561 2.48774 6.92236 0.6 -0.5 -1.3
O 0.56235 2.80161 6.98371 -0.2 0.1 0.5
N -1.15306 1.86312 5.84072 -1.0 0.7 1.1
C -2.58148 1.51244 5.84174 0.7 -0.4 0.3
C -0.38772 1.34597 4.74166 0.0 -0.7 -0.3
H -1.36598 2.65491 7.71077 0.1 0.2 0.1
H -2.69158 0.49599 6.22733 -0.2 0.0 -0.5
H -2.93394 1.61641 4.82183 -0.4 -0.2 0.1
H -3.18818 2.10137 6.52803 0.3 0.5 -0.2
H -0.28856 0.25749 4.83499 0.1 0.0 0.1
H -0.93498 1.49851 3.80815 0.1 0.2 0.0
H 0.61571 1.74893 4.65916 -0.1 0.3 0.3
C -1.40040 4.19021 2.78931 0.2 0.0 -0.6
O -2.07203 3.68324 1.90738 -0.2 -0.3 0.2
N -0.21294 4.79092 2.57795 0.1 -0.4 0.6
C 0.51267 5.43842 3.67016 -0.1 0.1 -1.0
C 0.49277 4.66453 1.32445 0.8 0.3 -0.4
H -1.68521 4.20321 3.85157 -0.2 0.1 0.1
H 0.59686 6.49325 3.39646 0.3 0.1 0.3
H 1.50455 4.98775 3.71568 0.0 0.2 0.3
H -0.00982 5.36865 4.61961 0.0 -0.2 0.0
H 1.43009 4.10000 1.41019 -0.1 -0.2 0.4
H -0.08022 4.17569 0.54322 -0.4 0.2 0.2
H 0.83911 5.64572 0.98653 -0.3 0.1 -0.1
C 0.91057 -4.53981 1.18319 0.8 0.1 0.7
O 0.19256 -4.20734 2.11420 -0.2 0.1 -0.4
N 1.00626 -5.78609 0.69375 0.2 -0.8 0.3
C 2.02855 -6.20239 -0.25075 -0.6 -0.2 -0.4
C 0.09911 -6.84258 1.09797 -0.1 -0.3 0.1
H 1.65330 -3.86937 0.72038 -0.2 0.2 -0.1
H 1.47832 -6.54947 -1.13098 0.4 0.2 -0.3
H 2.60377 -7.06838 0.08510 -0.1 0.1 0.4
H 2.73773 -5.41291 -0.48753 -0.3 0.2 -0.1
H 0.59145 -7.68477 1.59292 0.4 0.1 -0.1
H -0.64109 -6.50886 1.81955 -0.1 0.4 -0.2
H -0.37966 -7.24318 0.20079 -0.2 0.0 0.1
C 4.54928 -2.50256 -0.93098 0.2 0.2 -0.5
O 3.39628 -2.78579 -0.68335 -0.1 -0.3 0.5
N 5.00329 -2.27408 -2.18022 -0.2 -0.5 0.2
C 4.12585 -2.49320 -3.30722 0.3 1.6 -1.1
C 6.35149 -1.88092 -2.47331 0.8 -0.1 -0.5
H 5.36508 -2.38231 -0.20257 -0.2 0.0 0.4
H 4.60665 -3.07302 -4.09864 0.0 -0.5 0.3
H 3.99598 -1.51394 -3.79171 -0.2 0.0 0.0
H 3.12784 -2.82341 -3.06159 0.2 -0.4 0.4
H 6.79524 -2.60480 -3.16383 0.0 0.0 0.0
H 6.44303 -0.90381 -2.95919 -0.4 0.1 0.0
H 7.01769 -1.82800 -1.61200 -0.4 -0.2 0.3
C -3.07430 1.85895 -0.79972 0.5 0.6 -0.6
O -3.76600 0.87667 -0.62309 -0.1 -0.1 0.2
N -3.36475 2.88875 -1.63088 -0.3 -0.1 -0.3
C -2.42638 3.95096 -1.90917 0.5 0.4 0.4
C -4.60071 2.94663 -2.38131 -0.1 0.1 -0.3
H -2.08170 2.03942 -0.34821 -0.2 -0.4 0.3
H -2.23607 4.08129 -2.97536 -0.2 -0.2 -0.1
H -1.45050 3.77506 -1.45651 -0.1 -0.3 0.1
H -2.75030 4.91237 -1.50187 -0.2 0.0 -0.1
H -4.36698 3.15233 -3.42927 0.0 0.0 0.0
H -5.16380 2.01794 -2.35053 0.2 -0.1 0.3
H -5.23975 3.76158 -2.03244 0.0 0.0 0.1
C 5.91540 3.38908 4.65908 -0.2 -0.8 0.6
O 6.38673 3.55100 3.55379 0.0 0.4 -0.3
N 4.65919 2.98000 4.93366 -0.5 0.0 -0.3
C 4.21840 2.56126 6.24644 -0.2 0.4 0.3
C 3.66565 2.89721 3.88017 -0.3 0.5 0.2
H 6.49764 3.48958 5.58945 0.2 0.1 0.0
H 3.49491 3.26213 6.67492 0.2 0.2 0.0
H 5.07854 2.45395 6.90476 -0.1 0.0 0.1
H 3.64637 1.63133 6.21637 0.4 -0.2 -0.3
H 3.90698 3.59975 3.08580 0.2 -0.4 -0.2
H 3.52502 1.87938 3.51879 0.2 0.0 -0.2
H 2.70273 3.23226 4.28023 0.0 -0.2 0.2
C 1.73186 5.25566 -1.86700 -0.1 1.2 -0.9
O 0.62660 5.20538 -2.38083 -0.1 -0.6 0.3
N 2.27586 6.41369 -1.41965 0.7 -1.0 -0.1
C 3.66624 6.40696 -0.97979 0.0 0.0 0.0
C 1.55448 7.67683 -1.43332 0.6 -0.4 0.1
H 2.46147 4.43438 -1.84947 -0.3 -0.3 0.3
H 4.25816 7.02536 -1.65591 0.1 0.4 0.3
H 4.14262 5.42818 -1.01281 -0.6 -0.3 -0.3
H 3.76252 6.66833 0.07454 0.0 0.5 -0.1
H 1.43399 7.93306 -0.37975 -0.4 0.6 -0.2
H 2.13605 8.42749 -1.97200 0.2 0.1 0.3
H 0.62019 7.59023 -1.97775 -0.2 -0.3 0.3
```
Forces are in eV/Å.